# 1
Here is C18H24N2O3S in the gas phase in a non-equilibrium geometry from the OMol25 dataset. Energies are from the ωB97M-V functional and the def2-TZVPD basis.

Summary:
- E_HOMO (eV) = -8.19
- molar mass (u) = 348.47
- 2S+1 = 1
- largest force on an atom (eV Å⁻¹) = 1.455
- energy relative to the best compared isomer or geometry (same formula, charge and spin) (kcal per mole) = 28.1
- frontier orbital gap (Ha) = 0.31964

Last column: Löwdin charge in e.
Element x y z (Å)
1 S -4.03 -0.56 0.58  0.9679
2 O -3.46 -0.46 -0.77  -0.5272
3 O -3.12 2.94 1.49  0.0568
4 O -0.23 -2.53 -0.65  0.1316
5 N -0.86 -1.62 1.26  0.1809
6 N -2.01 1.78 -0.11  0.0598
7 C -0.10 3.22 -0.73  -0.1863
8 C 0.68 1.35 -2.29  -0.0957
9 C -1.93 -2.26 0.70  -0.3156
10 C -3.01 0.55 1.66  -0.2177
11 C -1.60 2.92 -0.91  -0.1741
12 C 5.40 0.39 0.94  -0.0499
13 C 4.03 -0.18 0.81  -0.2759
14 C 1.81 -0.52 1.68  -0.0203
15 C 2.42 -1.49 -0.43  -0.0202
16 C -3.29 -2.16 1.26  -0.2248
17 C 0.79 1.99 -0.91  -0.2630
18 C 0.13 -1.80 0.43  -0.2796
19 C -2.74 1.89 1.01  -0.5468
20 C 3.07 0.02 1.80  -0.0349
21 C 1.47 -1.28 0.57  -0.1620
22 C -2.27 -3.57 -1.53  0.0086
23 C 3.68 -0.95 -0.30  -0.0369
24 C -1.54 -2.81 -0.49  -0.2436
25 H 0.55 1.25 -0.15  0.0815
26 H -0.31 0.93 -2.45  0.0651
27 H 4.42 -1.12 -1.08  0.1134
28 H 3.33 0.61 2.66  0.1140
29 H -3.57 0.69 2.58  0.0987
30 H 5.38 1.32 1.50  0.0779
31 H 0.18 3.99 -1.45  0.1096
32 H 2.16 -2.08 -1.29  0.1177
33 H -3.30 -2.09 2.34  0.0964
34 H 1.83 2.29 -0.75  0.1069
35 H -1.56 -3.94 -2.27  0.0882
36 H -2.06 0.04 1.85  0.0689
37 H -2.99 -2.92 -2.03  0.0843
38 H -2.80 -4.41 -1.09  0.0881
39 H 0.05 3.61 0.27  0.1123
40 H -3.93 -2.97 0.91  0.0894
41 H -1.91 0.87 -0.53  0.1046
42 H 0.87 2.09 -3.07  0.0753
43 H 1.41 0.55 -2.39  0.0586
44 H 1.06 -0.36 2.45  0.1147
45 H -1.83 2.72 -1.96  0.1208
46 H 6.04 -0.31 1.49  0.0860
47 H 5.85 0.56 -0.03  0.0769
48 H -2.18 3.78 -0.57  0.1197


# 2
Here is a molecular structure, C18H24N2O4Tl in a non-equilibrium geometry from the OMol25 dataset. Energies are from the ωB97M-V functional and the def2-TZVPD basis.

Summary:
- total charge = +1
- E_HOMO (eV) = -9.48
- molar mass (u) = 536.78
- 2S+1 = 1
- largest force on an atom (eV Å⁻¹) = 6.001
- frontier orbital gap (Ha) = 0.21111

Last column: Löwdin charge in e.
Element x y z (Å)
1 Tl -2.79 -0.65 1.33  1.0814
2 O -4.88 0.14 0.14  -0.1929
3 O -1.54 0.22 -0.24  -0.2191
4 O -1.72 -4.04 -1.08  0.1025
5 O -2.72 -2.78 0.38  -0.0672
6 N -1.06 -1.91 -1.21  0.1105
7 N -4.36 -0.77 3.00  -0.0925
8 C -0.79 -3.99 -2.18  -0.0793
9 C -4.87 -1.32 5.19  -0.0346
10 C 0.18 0.25 -1.60  -0.0656
11 C 5.52 2.80 -1.75  -0.3265
12 C -6.16 -0.84 4.92  -0.0210
13 C 6.66 3.80 -1.94  -0.0636
14 C 5.80 1.57 -0.99  -0.3276
15 C -1.88 -2.86 -0.57  -0.4495
16 C -0.82 -0.52 -1.00  -0.3638
17 C 4.79 0.88 -0.38  0.0476
18 C -5.58 -0.33 2.69  -0.2867
19 C 7.24 1.10 -0.88  -0.0650
20 C 0.34 1.56 -1.24  0.1562
21 C -0.18 -2.63 -2.18  -0.0803
22 C -5.96 0.16 1.30  -0.0507
23 C -6.53 -0.35 3.68  -0.0146
24 C -3.94 -1.29 4.18  -0.1114
25 C 4.29 3.04 -2.28  0.0496
26 H -5.09 -0.57 -0.50  0.0896
27 H -4.59 -1.71 6.15  0.1118
28 H 4.16 3.94 -2.88  0.0625
29 H -7.49 0.03 3.37  0.1251
30 H 5.07 0.00 0.21  0.0587
31 H -0.08 -4.79 -2.00  0.1438
32 H 7.90 1.85 -0.42  0.0830
33 H 3.76 1.23 -0.42  0.0439
34 H 7.01 4.19 -0.97  0.0902
35 H 3.49 2.30 -2.19  0.0333
36 H -6.20 1.24 1.31  0.1375
37 H 7.27 0.18 -0.28  0.0729
38 H 7.66 0.86 -1.87  0.0894
39 H 7.53 3.36 -2.46  0.0828
40 H -2.90 -1.64 4.26  0.1118
41 H -6.79 -0.45 0.88  0.1388
42 H -6.92 -0.86 5.69  0.1151
43 H -0.20 -2.13 -3.15  0.1408
44 H 0.85 -2.64 -1.79  0.1464
45 H 6.29 4.65 -2.54  0.0740
46 H -1.39 -4.15 -3.08  0.1424
47 H 0.75 -0.29 -2.35  0.1020
48 H 1.12 2.09 -1.76  0.0652
49 H -0.28 2.06 -0.48  0.1031


# 3
Here is a molecular structure, C18H24N2O5S in a non-equilibrium geometry from the OMol25 dataset. Energies are from the ωB97M-V functional and the def2-TZVPD basis.

Summary:
- E_HOMO (eV) = -7.26
- molar mass (u) = 380.47
- 2S+1 = 1
- largest force on an atom (eV Å⁻¹) = 16.366
- energy relative to the best compared isomer or geometry (same formula, charge and spin) (kcal per mole) = 472.4
- frontier orbital gap (Ha) = 0.27755

Last column: Löwdin charge in e.
Element x y z (Å)
1 S -1.87 -3.16 -0.34  0.6903
2 O -5.99 0.50 0.03  0.0542
3 O -5.04 2.58 -0.12  0.0749
4 O 0.49 -0.82 -1.07  -0.2407
5 O -3.20 -3.68 0.18  -0.3388
6 O -0.80 -3.91 0.15  -0.2601
7 N -1.69 -1.61 0.69  -0.1169
8 N 1.98 -2.03 0.57  0.0235
9 C 3.06 -1.95 -0.35  -0.2392
10 C -1.84 0.74 0.45  0.0823
11 C 3.81 0.99 -1.11  -0.1338
12 C 3.28 2.22 -1.36  -0.1616
13 C -1.93 -2.35 -1.79  -0.2044
14 C 4.16 -1.04 0.07  -0.1818
15 C 3.67 0.26 -0.11  -0.3907
16 C -0.34 -1.43 1.41  -0.1141
17 C -4.12 1.81 -0.05  -0.2589
18 C -2.72 2.11 0.24  0.1404
19 C 2.97 2.98 -0.01  -0.2799
20 C -3.79 -0.59 0.40  -0.0697
21 C 2.28 2.30 0.94  -0.2786
22 C -2.49 -0.47 0.44  -0.3431
23 C -4.55 0.26 0.00  -0.0801
24 C 0.66 -1.45 0.42  -0.1397
25 C -6.16 1.74 -0.22  -0.3065
26 C 3.15 0.91 1.08  -0.1402
27 H 3.32 -3.17 -0.24  0.1896
28 H -2.84 -1.82 -2.01  0.0727
29 H 2.34 2.17 -1.92  0.1261
30 H -0.32 -2.36 2.03  0.1515
31 H -6.56 2.16 -1.33  0.1831
32 H 4.35 0.40 -2.02  0.1853
33 H 3.94 1.26 2.17  0.1959
34 H 2.53 0.20 1.83  0.1109
35 H 2.28 4.03 0.05  0.1786
36 H 2.69 -1.86 -1.23  0.0452
37 H -0.24 -0.56 1.88  0.0856
38 H 3.94 2.97 -1.98  0.1560
39 H 3.84 3.29 0.50  0.0986
40 H 4.53 -1.49 1.19  0.1832
41 H -0.95 -1.63 -2.05  0.1378
42 H 1.23 1.86 0.47  0.1485
43 H 2.00 -2.70 1.47  0.2083
44 H 5.14 -1.48 -0.49  0.1662
45 H -1.81 -3.22 -2.53  0.1023
46 H -4.26 -1.67 0.29  0.1904
47 H -0.93 1.01 0.71  0.0178
48 H -2.27 2.89 0.08  -0.0232
49 H -6.92 2.29 0.63  0.1903
50 H 2.00 2.53 1.97  0.1124


# 4
Here is C18H24N4O in the gas phase in a non-equilibrium geometry from the OMol25 dataset. Energies are from the ωB97M-V functional and the def2-TZVPD basis.

Summary:
- structure (SMILES) = CCCCN1c2ccccc2N(CCCO)c2cc(C)nnc21
- E_HOMO (eV) = -7.02
- molar mass (u) = 312.42
- 2S+1 = 1
- largest force on an atom (eV Å⁻¹) = 1.117
- energy relative to the best compared isomer or geometry (same formula, charge and spin) (kcal per mole) = 39.8
- frontier orbital gap (Ha) = 0.27885

Last column: Löwdin charge in e.
Element x y z (Å)
1 O -2.39 3.09 3.88  -0.0582
2 N -0.68 0.10 1.11  -0.0072
3 N -1.86 -1.58 -2.49  0.0518
4 N 0.98 -1.60 -0.38  0.0034
5 N -0.67 -1.82 -1.98  0.0661
6 C 2.48 0.33 3.02  -0.0946
7 C 2.76 -1.22 1.22  -0.0226
8 C 2.83 -1.75 -2.05  -0.1798
9 C -2.33 -0.11 -0.68  0.0419
10 C -2.67 -0.75 -1.89  -0.3484
11 C -1.11 -0.39 -0.10  -0.1091
12 C 1.80 -2.47 -1.19  -0.1572
13 C 2.01 0.62 -2.53  -0.0964
14 C -2.69 3.05 2.51  -0.2729
15 C 3.27 -0.58 2.34  -0.0918
16 C 0.65 -0.09 1.50  -0.1187
17 C 1.19 0.57 2.60  -0.0261
18 C -3.99 -0.49 -2.54  -0.0448
19 C -1.63 2.32 1.67  -0.1494
20 C 1.47 -0.98 0.76  -0.1273
21 C 2.22 -0.79 -3.08  -0.2487
22 C -1.60 0.81 1.96  -0.1635
23 C -0.28 -1.28 -0.85  -0.2116
24 H 1.30 0.63 -1.71  0.0536
25 H 3.40 -1.91 0.70  0.0987
26 H -2.41 2.20 4.24  0.0804
27 H 2.29 -3.19 -0.53  0.1191
28 H 1.63 1.27 -3.31  0.0704
29 H 3.54 -1.19 -1.43  0.0966
30 H 0.60 1.29 3.14  0.0988
31 H -1.32 0.62 3.00  0.1186
32 H 3.40 -2.52 -2.58  0.1106
33 H 2.95 1.04 -2.17  0.0743
34 H -3.05 0.57 -0.23  0.1073
35 H 4.27 -0.79 2.67  0.1025
36 H -4.06 -1.07 -3.46  0.0742
37 H -1.85 2.48 0.61  0.1142
38 H 2.87 0.85 3.88  0.1016
39 H -4.10 0.57 -2.77  0.0782
40 H -3.68 2.59 2.34  0.1195
41 H -2.60 0.39 1.80  0.1249
42 H -2.74 4.09 2.19  0.1205
43 H 1.11 -3.01 -1.84  0.1122
44 H -4.80 -0.77 -1.87  0.0779
45 H 1.27 -1.19 -3.42  0.0927
46 H 2.89 -0.72 -3.94  0.1024
47 H -0.65 2.76 1.88  0.1157


> Which value of 2S+1 does entry 1 give?

1


Copy entry 4 word for word.
Here is C18H24N4O in the gas phase in a non-equilibrium geometry from the OMol25 dataset. Energies are from the ωB97M-V functional and the def2-TZVPD basis.

Summary:
- structure (SMILES) = CCCCN1c2ccccc2N(CCCO)c2cc(C)nnc21
- E_HOMO (eV) = -7.02
- molar mass (u) = 312.42
- 2S+1 = 1
- largest force on an atom (eV Å⁻¹) = 1.117
- energy relative to the best compared isomer or geometry (same formula, charge and spin) (kcal per mole) = 39.8
- frontier orbital gap (Ha) = 0.27885

Last column: Löwdin charge in e.
Element x y z (Å)
1 O -2.39 3.09 3.88  -0.0582
2 N -0.68 0.10 1.11  -0.0072
3 N -1.86 -1.58 -2.49  0.0518
4 N 0.98 -1.60 -0.38  0.0034
5 N -0.67 -1.82 -1.98  0.0661
6 C 2.48 0.33 3.02  -0.0946
7 C 2.76 -1.22 1.22  -0.0226
8 C 2.83 -1.75 -2.05  -0.1798
9 C -2.33 -0.11 -0.68  0.0419
10 C -2.67 -0.75 -1.89  -0.3484
11 C -1.11 -0.39 -0.10  -0.1091
12 C 1.80 -2.47 -1.19  -0.1572
13 C 2.01 0.62 -2.53  -0.0964
14 C -2.69 3.05 2.51  -0.2729
15 C 3.27 -0.58 2.34  -0.0918
16 C 0.65 -0.09 1.50  -0.1187
17 C 1.19 0.57 2.60  -0.0261
18 C -3.99 -0.49 -2.54  -0.0448
19 C -1.63 2.32 1.67  -0.1494
20 C 1.47 -0.98 0.76  -0.1273
21 C 2.22 -0.79 -3.08  -0.2487
22 C -1.60 0.81 1.96  -0.1635
23 C -0.28 -1.28 -0.85  -0.2116
24 H 1.30 0.63 -1.71  0.0536
25 H 3.40 -1.91 0.70  0.0987
26 H -2.41 2.20 4.24  0.0804
27 H 2.29 -3.19 -0.53  0.1191
28 H 1.63 1.27 -3.31  0.0704
29 H 3.54 -1.19 -1.43  0.0966
30 H 0.60 1.29 3.14  0.0988
31 H -1.32 0.62 3.00  0.1186
32 H 3.40 -2.52 -2.58  0.1106
33 H 2.95 1.04 -2.17  0.0743
34 H -3.05 0.57 -0.23  0.1073
35 H 4.27 -0.79 2.67  0.1025
36 H -4.06 -1.07 -3.46  0.0742
37 H -1.85 2.48 0.61  0.1142
38 H 2.87 0.85 3.88  0.1016
39 H -4.10 0.57 -2.77  0.0782
40 H -3.68 2.59 2.34  0.1195
41 H -2.60 0.39 1.80  0.1249
42 H -2.74 4.09 2.19  0.1205
43 H 1.11 -3.01 -1.84  0.1122
44 H -4.80 -0.77 -1.87  0.0779
45 H 1.27 -1.19 -3.42  0.0927
46 H 2.89 -0.72 -3.94  0.1024
47 H -0.65 2.76 1.88  0.1157


> Which value of largest force on an atom does entry 4 give?

1.117 eV Å⁻¹